DFT (the ωB97M-V functional and the def2-TZVPD basis) results for a 2-piece molecular cluster, C8H8N4 overall at a distorted geometry.

Calculated values
Charge = +2
HOMO = -18.1 eV
HOMO-LUMO gap = 6.42 eV
Energy relative to the best compared isomer or geometry (same formula, charge and spin) = 102.6 kcal/mol
LUMO energy = -11.69 eV

Structure (XYZ):
```
20
Properties=species:S:1:pos:R:3:forces:R:3:nbo_charge:R:1
N 0.1167 -1.2480 -0.0939 2.803 1.481 1.087 -0.371
N 3.2941 -0.9407 0.2245 -0.082 -3.477 -1.411 -0.571
N 2.3295 1.1164 -0.1211 -2.565 -2.656 -0.272 -0.271
N 3.6314 1.1647 -0.1540 3.408 -0.292 0.359 -0.097
C -3.2431 1.0293 0.1727 1.014 -2.250 -2.325 0.181
C 4.2430 -0.0331 0.0065 -2.421 2.369 0.692 0.187
C -1.9851 1.6461 0.0337 1.911 -0.832 1.581 -0.253
C -0.7554 0.9874 -0.0035 -0.665 2.395 -0.247 -0.019
C -0.8949 -0.4589 -0.1022 1.348 -1.252 -0.301 0.203
C -3.3786 -0.3836 -0.2375 1.737 1.480 0.690 -0.190
C 2.1924 -0.2079 0.0164 -1.279 0.797 -0.144 0.657
C -2.1965 -1.0605 -0.2773 -1.804 -1.289 0.567 -0.090
H 0.2437 1.5881 0.0644 -1.853 -1.463 -0.168 0.325
H 0.1391 -2.2879 0.0250 -0.721 1.011 -0.560 0.451
H -3.9726 1.7590 0.4317 -1.338 -0.291 0.415 0.272
H -4.2594 -0.9254 -0.4610 -1.101 -0.031 0.237 0.289
H -2.0416 2.6429 0.3663 0.575 1.467 -0.325 0.268
H -2.1998 -2.1681 -0.3037 -0.106 0.769 -0.425 0.267
H 3.5482 -1.9778 0.0582 -1.283 1.948 0.760 0.506
H 5.1888 -0.2424 0.3549 2.422 0.117 -0.210 0.258
```
Positions in Å, forces in eV/Å.

=====

DFT (the ωB97M-V functional and the def2-TZVPD basis) results for a 2-piece molecular cluster, C8H8N4O4 overall at a distorted geometry.

Calculated values
Charge = 0
HOMO = -9.3 eV
HOMO-LUMO gap = 9.66 eV
Energy relative to the best compared isomer or geometry (same formula, charge and spin) = 101.7 kcal/mol
LUMO energy = 0.34 eV

Structure (XYZ):
```
24
Properties=species:S:1:pos:R:3:forces:R:3:nbo_charge:R:1
O -1.1394 -1.7553 -0.1786 -2.176 2.078 -0.316 -0.569
O -3.0656 2.3122 -1.0351 -0.026 -1.237 -0.883 -0.589
O 3.1909 2.0404 1.5553 -0.747 0.464 1.324 -0.579
O 1.8177 -2.2214 0.3253 0.369 1.788 0.839 -0.557
N -2.3565 0.0805 -1.0221 0.072 -0.541 1.155 -0.649
N -4.2134 0.8225 0.2144 1.385 -3.735 1.924 -0.622
N 1.9868 0.1500 0.7077 0.851 -4.139 4.754 -0.675
N 3.9702 1.0162 -0.2553 1.102 0.866 -0.356 -0.644
C 2.2887 -1.1360 0.0024 -3.321 0.488 2.430 0.635
C -3.1958 1.1440 -0.7172 -0.209 1.060 1.537 0.786
C -2.1585 -1.0347 -0.1002 3.451 -0.929 -2.940 0.620
C 3.0160 -1.0211 -1.1409 2.871 2.510 -1.203 -0.425
C -3.1797 -1.3083 0.8105 -1.268 -0.498 1.287 -0.393
C 3.0407 1.1405 0.7942 0.197 -1.465 -1.816 0.787
C 3.9491 -0.0384 -1.1989 1.620 0.990 0.211 0.104
C -4.1151 -0.3493 1.0790 1.237 -0.870 -1.964 0.057
H -4.6938 -0.6556 1.9475 -0.976 1.301 -0.428 0.239
H -5.0018 1.3940 0.3135 -0.683 1.220 0.119 0.422
H 4.8913 0.0304 -1.8253 -1.706 -0.409 0.275 0.225
H 2.8763 -1.9143 -1.6208 0.767 -1.699 -2.256 0.257
H -3.0343 -2.3725 1.2149 -0.674 2.153 0.147 0.265
H -1.5765 0.2793 -1.6444 -0.168 0.044 0.336 0.432
H 4.7376 1.8182 -0.2042 -2.260 -2.682 -0.457 0.443
H 1.7905 -0.4512 1.7969 0.293 3.244 -3.718 0.430
```
Positions in Å, forces in eV/Å.

=====

DFT (the ωB97M-V functional and the def2-TZVPD basis) results for C8H8NO6Zr as an isolated structure at a distorted geometry.

Calculated values
Charge = +3
HOMO (spin up / spin down) = -20.8 / -20.8 eV
HOMO-LUMO gap (spin up / spin down) = 4.82 / 4.82 eV
Energy relative to the best compared isomer or geometry (same formula, charge and spin) = 49.3 kcal/mol
LUMO energy (spin up / spin down) = -16.02 / -16.02 eV

Structure (XYZ):
```
24
Properties=species:S:1:pos:R:3:forces:R:3:nbo_charge:R:1
Zr -1.5827 -0.5659 -1.6036 -2.520 2.492 0.108 1.858
O -3.9788 0.0905 -6.4244 0.252 -0.553 2.072 -0.387
O 1.8586 0.6021 -1.4507 -4.950 -2.071 -0.266 -0.302
O -2.1547 2.6250 -0.9560 0.385 -2.553 -0.828 -0.166
O -0.3400 0.8118 0.3079 -1.953 -1.450 -3.126 -0.741
O -1.3193 -1.4712 1.6221 -0.137 1.009 -4.002 -0.232
O -0.1339 -3.2113 -2.7997 -1.219 3.394 1.991 -0.120
N 1.1980 0.3628 1.9504 -2.850 1.407 -2.773 -0.284
C 0.3061 1.1520 1.3053 2.134 0.179 3.443 0.532
C -1.9477 1.5449 -1.2230 -1.141 6.145 0.679 0.424
C 1.6904 0.9160 3.1664 0.374 1.102 1.350 -0.444
C -3.8009 -0.1830 -5.3386 -0.094 0.525 -1.795 0.437
C 0.7843 0.1633 -1.4927 4.436 1.508 -0.590 0.516
C -0.5224 -2.2612 -2.2973 3.597 -6.778 -4.124 0.385
C -1.3054 -1.1836 0.5064 0.751 -2.603 6.452 0.371
C 1.6196 -0.9806 1.5235 0.442 0.082 0.464 -0.428
H 1.2154 -1.3027 0.5547 0.073 0.328 0.375 0.175
H 0.8451 1.1271 3.8341 0.354 -0.152 0.031 0.253
H 2.7171 -0.9633 1.4593 -0.272 -0.099 -0.029 0.282
H 0.0583 2.1976 1.6645 0.840 -1.211 0.265 0.238
H -1.1011 0.1420 -3.1928 0.897 -0.398 0.009 -0.157
H 2.3631 0.2215 3.6288 0.383 -0.192 0.315 0.262
H 1.3329 -1.6947 2.3093 0.068 0.097 -0.263 0.268
H 2.1979 1.8611 2.9463 0.151 -0.208 0.241 0.261
```
Positions in Å, forces in eV/Å.

=====

DFT (the ωB97M-V functional and the def2-TZVPD basis) results for C8H8O3 as an isolated structure at a distorted geometry.

Calculated values
Charge = 0
HOMO = -9.2 eV
HOMO-LUMO gap = 9.06 eV
Energy relative to the best compared isomer or geometry (same formula, charge and spin) = 40.9 kcal/mol
LUMO energy = -0.15 eV

Structure (XYZ):
```
19
Properties=species:S:1:pos:R:3:forces:R:3:nbo_charge:R:1
O -1.7493 -0.1715 -0.8959 0.547 -4.478 -3.683 -0.706
O 0.8242 2.9017 0.5060 -1.709 -1.555 -0.814 -0.582
O -0.9378 2.5388 -0.7933 0.406 0.525 0.637 -0.670
C 1.0260 -1.9982 0.5573 -0.459 -2.091 0.835 -0.164
C 0.0550 2.0822 -0.0001 1.333 1.678 -0.296 0.775
C 1.8108 -0.9884 1.0455 0.381 0.524 -0.714 -0.242
C -0.2012 -1.7980 -0.0084 -1.063 1.985 -1.288 -0.124
C 0.3133 0.6088 0.1018 -0.856 -0.390 0.374 -0.270
C -0.5697 -0.4589 -0.2587 1.179 1.243 0.374 0.394
C -1.1923 -2.8312 -0.4403 1.798 -1.556 -0.696 -0.624
C 1.5009 0.3171 0.7675 -0.651 -0.082 0.176 -0.121
H -0.7467 -3.8531 -0.3125 -0.568 0.824 -0.049 0.237
H -2.0762 -2.7331 0.1140 -1.308 -0.056 0.942 0.235
H -1.5491 1.8671 -1.0870 -0.158 -0.871 -0.093 0.504
H 2.7197 -1.1645 1.5454 0.911 -0.559 0.562 0.218
H -1.5315 -2.8045 -1.5031 0.449 0.194 0.204 0.193
H 2.1197 1.1343 1.1118 -0.062 -0.024 -0.097 0.251
H -1.7270 -1.1453 -1.7302 -0.676 4.412 3.542 0.487
H 1.2364 -3.0541 0.7388 0.504 0.275 0.081 0.210
```
Positions in Å, forces in eV/Å.

=====

DFT (the ωB97M-V functional and the def2-TZVPD basis) results for one molecule with the formula C8H8O4 at a distorted geometry.

Calculated values
Charge = 0
HOMO = -9.0 eV
HOMO-LUMO gap = 9.21 eV
Energy relative to the best compared isomer or geometry (same formula, charge and spin) = 102.4 kcal/mol
LUMO energy = 0.20 eV

Structure (XYZ):
```
20
Properties=species:S:1:pos:R:3:forces:R:3:nbo_charge:R:1
O 0.0890 -2.0223 0.6286 3.032 0.465 -0.284 -0.789
O 2.3661 -1.5443 -0.4990 -1.008 0.342 -1.581 -0.682
O -2.2650 -1.1375 -1.1775 3.764 -4.102 3.904 -0.679
O -3.4467 0.5018 -0.8381 -6.934 7.195 -2.165 -0.533
C 1.5458 -0.4049 -0.7287 0.644 -2.560 3.590 0.219
C 2.1754 0.8660 -0.6942 0.511 1.497 -1.298 -0.279
C 0.0247 1.6015 0.3367 3.729 1.865 -2.027 -0.222
C 0.3674 -0.6816 -0.0804 -0.037 -1.320 2.623 0.274
C 1.4206 1.9068 -0.1715 -2.512 -1.258 0.586 -0.170
C -1.8418 -0.0389 0.9053 0.381 2.920 0.535 -0.553
C -0.4448 0.3763 0.4140 -0.725 -4.069 0.128 -0.035
C -2.5709 -0.0662 -0.4421 3.363 -5.208 2.747 0.777
H -1.7932 -1.7041 -0.3378 -1.245 1.012 -4.267 0.488
H 3.2457 0.9762 -1.1823 -2.272 -0.104 1.311 0.231
H -0.6705 2.3788 0.3968 -0.608 1.545 0.836 0.218
H 1.6741 2.9503 -0.0282 0.567 -0.199 -0.484 0.226
H 0.9573 -2.5579 1.0980 -3.147 2.933 -2.612 0.527
H -2.2194 0.8322 1.6165 0.379 -2.210 -1.455 0.249
H -1.8271 -1.0668 1.3426 -0.051 1.169 0.053 0.262
H 3.2133 -1.1654 -0.5587 2.167 0.087 -0.139 0.470
```
Positions in Å, forces in eV/Å.

=====

DFT (the ωB97M-V functional and the def2-TZVPD basis) results for one molecule with the formula C8H8S4 at a distorted geometry.

Calculated values
Charge = 0
HOMO (spin up / spin down) = -8.2 / -7.5 eV
HOMO-LUMO gap (spin up / spin down) = 8.09 / 7.28 eV
Energy relative to the best compared isomer or geometry (same formula, charge and spin) = 53.8 kcal/mol
LUMO energy (spin up / spin down) = -0.09 / -0.21 eV

Structure (XYZ):
```
20
Properties=species:S:1:pos:R:3:forces:R:3:nbo_charge:R:1
S -0.5588 2.8559 -1.1049 0.074 -1.007 0.299 0.008
S 3.2193 -0.4486 -0.7768 0.398 0.389 -0.639 0.033
S -2.8826 0.4530 0.0666 0.715 -0.883 0.685 -0.025
S 2.2535 1.9787 1.3519 2.866 -1.064 -1.371 0.166
C 1.5106 -0.2762 -0.3644 0.125 2.205 -0.332 -0.196
C -0.0881 1.2261 -0.4232 -0.018 0.038 0.003 -0.190
C 1.1774 0.9866 0.5246 -3.268 -1.904 -0.519 -0.164
C -0.5223 -0.8928 -0.9708 1.082 -0.862 -1.944 -0.240
C 0.4619 0.2467 -1.4627 0.672 -1.650 0.513 -0.242
C -0.2891 -0.6344 1.1823 1.099 1.620 -2.877 -0.112
C 0.5752 -1.3766 0.1060 -1.402 0.771 -0.040 -0.265
C -1.0919 0.0300 0.0227 -0.440 3.059 1.926 -0.175
H -0.8366 -1.0833 1.9292 -0.720 -1.076 2.011 0.194
H -1.2605 -1.4417 -1.5686 0.754 -0.296 0.020 0.239
H 1.5021 2.6796 2.0780 -2.061 1.342 1.353 0.115
H 3.4422 -1.6473 -0.3046 0.068 -0.865 0.419 0.123
H -2.8449 1.4683 -0.7868 0.215 0.296 -0.234 0.138
H -0.0300 3.5047 -0.0910 0.106 0.611 0.522 0.127
H 1.0087 -2.3491 0.2266 -0.123 -0.604 0.114 0.229
H 0.7766 0.5277 -2.4667 -0.141 -0.117 0.090 0.238
```
Positions in Å, forces in eV/Å.

=====

DFT (the ωB97M-V functional and the def2-TZVPD basis) results for C8H9BF4I2LaO4STi as an isolated structure at a distorted geometry.

Calculated values
Spin multiplicity = 2
Charge = +4
HOMO (spin up / spin down) = -22.3 / -22.3 eV
HOMO-LUMO gap (spin up / spin down) = 4.08 / 4.12 eV
LUMO energy (spin up / spin down) = -18.21 / -18.18 eV

Structure (XYZ):
```
31
Properties=species:S:1:pos:R:3:forces:R:3:lowdin_spin:R:1
La 1.0178 2.5191 0.2090 0.466 3.124 -3.207 0.022
I -0.6134 0.3536 -4.0086 -1.129 0.163 0.478 0.001
I -2.8279 0.1169 -2.2775 0.795 0.032 -0.486 -0.007
Ti -1.6738 0.5811 0.3051 -1.236 2.451 -2.901 0.827
S 0.2997 0.0389 -0.5593 0.196 -0.352 0.325 -0.028
F -2.4964 2.4750 0.2571 0.786 -1.339 0.220 0.009
F -2.7142 4.5964 -0.6190 0.952 -0.959 0.337 0.000
F -0.9238 4.1129 0.8029 0.774 -1.133 -0.192 -0.001
F -0.9412 3.2526 -1.2979 0.849 -0.879 0.516 0.002
O -2.2437 -1.6752 2.4836 1.048 4.593 -4.569 0.054
O 1.7176 3.8435 3.6394 0.312 -1.833 -4.936 -0.002
O -1.1604 1.9657 2.9455 3.968 -2.957 -4.705 0.118
O 1.4940 0.1689 2.8240 -2.814 6.120 -2.290 -0.027
C 0.9876 1.1630 2.3747 5.834 -8.630 4.143 -0.017
C 2.1295 -1.8156 -1.7003 -0.081 1.131 0.115 0.000
C -0.2534 -2.6380 -1.7401 -0.790 0.943 -0.145 0.002
C -2.0492 -0.8560 1.6712 -1.735 -6.750 6.413 0.032
C 1.7525 3.4390 2.5568 0.197 2.930 6.125 -0.003
C 1.0001 -2.6003 0.4353 -0.236 1.070 0.473 0.000
C 0.8334 -1.9792 -0.9358 1.072 -3.110 -0.660 0.005
C -0.4818 1.4129 2.0533 -7.783 3.804 5.280 0.012
B -1.8100 3.6951 -0.2576 -1.980 2.618 -0.446 0.001
H 1.3189 -3.6445 0.3118 -0.031 0.160 -0.182 0.000
H -1.1957 -2.7028 -1.1821 0.145 -0.122 -0.107 0.000
H 2.5517 -2.8037 -1.9391 -0.311 0.067 0.106 0.000
H 0.0667 -2.5980 1.0070 0.083 -0.241 -0.141 0.000
H 1.7588 -2.0812 1.0252 0.115 -0.197 -0.044 0.000
H 2.8701 -1.2844 -1.0914 0.042 -0.183 -0.163 0.000
H 0.0565 -3.6743 -1.9609 0.166 0.309 0.109 0.001
H -0.4339 -2.1182 -2.6962 0.159 -0.502 0.380 0.000
H 1.9638 -1.2632 -2.6359 0.168 -0.328 0.153 0.000
```
Positions in Å, forces in eV/Å.

=====

DFT (the ωB97M-V functional and the def2-TZVPD basis) results for one molecule with the formula C8H9BO2 at a distorted geometry.

Calculated values
Charge = 0
HOMO = -8.7 eV
HOMO-LUMO gap = 8.95 eV
Energy relative to the best compared isomer or geometry (same formula, charge and spin) = 11.0 kcal/mol
LUMO energy = 0.21 eV

Structure (XYZ):
```
20
Properties=species:S:1:pos:R:3:forces:R:3:nbo_charge:R:1
O -2.1084 -2.8537 2.3862 2.310 -0.692 0.797 -0.861
O 0.4016 -2.5843 2.5565 -1.718 -1.896 0.533 -0.881
C -0.8117 1.2105 -0.9495 -0.145 1.673 -1.081 -0.210
C 1.8711 1.7016 -1.7262 0.543 0.821 0.879 -0.219
C 0.1730 0.2983 -0.6542 0.733 0.266 1.981 -0.071
C -0.9748 -0.8452 1.3579 1.555 -0.981 -0.389 -0.548
C -0.1109 -0.8174 0.3386 0.247 -0.276 -2.394 -0.135
C 0.8796 2.5989 -2.0127 -2.640 0.007 -1.055 -0.215
C -0.4930 2.3437 -1.7417 -0.090 0.617 -0.167 -0.198
C 1.5167 0.6009 -0.9963 -0.247 -2.143 -0.580 -0.191
B -0.8923 -2.1967 2.1497 -0.527 0.922 -0.002 1.092
H 1.0853 3.4094 -2.6638 0.304 0.926 -0.269 0.206
H -1.8103 1.1008 -0.5538 -0.171 -0.274 -0.212 0.216
H 0.4006 -3.4895 2.9948 0.177 1.642 -0.773 0.478
H -1.3100 3.0645 -2.1790 1.717 -1.496 1.197 0.221
H 2.2722 -0.1758 -0.8915 -0.088 0.092 0.617 0.210
H -1.5445 0.0159 1.6231 -0.369 0.502 0.213 0.222
H 0.3620 -1.7636 -0.0390 -0.035 0.771 1.022 0.197
H 2.9129 1.9976 -1.9293 -0.550 -0.614 -0.056 0.220
H -1.8192 -3.6159 2.9300 -1.005 0.134 -0.260 0.468
```
Positions in Å, forces in eV/Å.